# 1
CH6N2O | wB97M-V/def2-TZVPD

Structure (XYZ):
```
10
Properties=species:S:1:pos:R:3:forces:R:3:mulliken_charge:R:1
C -0.05625 0.27319 -0.49985 0.846 2.215 0.559 0.013
N 0.34659 -0.10577 0.76267 -1.051 -2.574 -1.045 -0.253
N -0.37454 -1.44199 -0.11603 0.585 1.078 0.753 -0.452
O 0.41628 1.98586 0.26263 -0.221 -0.081 -0.629 -0.801
H 1.37240 2.11806 0.23826 -0.122 -0.036 -0.093 0.241
H -0.37105 0.16056 1.43566 -0.006 -0.018 -0.076 0.279
H -1.30377 -1.70467 0.19063 0.369 -0.271 0.148 0.236
H 0.34194 -2.14242 -0.24880 -0.340 -0.154 0.293 0.232
H 0.67588 0.21146 -1.29428 -0.170 -0.021 0.075 0.246
H -1.04748 0.64571 -0.73089 0.110 -0.138 0.014 0.258
```
Forces are in eV/Å.

Values from the calculation:
Orbital gap = 9.06 eV
Calculated total energy = -226.26104 Ha
Energy relative to the best compared isomer or geometry (same formula, charge and spin) = 129.6 kcal per mole
Total charge = 0

=====

# 2
CH6N2O | wB97M-V/def2-TZVPD

Structure (XYZ):
```
10
Properties=species:S:1:pos:R:3:forces:R:3:mulliken_charge:R:1
C 0.15288 0.65988 1.76542 -3.658 0.387 0.541 -0.440
N -0.71017 0.32630 0.83830 0.516 1.588 -2.271 0.269
O -1.82615 0.92245 0.63949 0.153 -0.875 0.542 -0.614
H -0.27543 1.22481 2.63903 0.892 -0.459 -1.160 0.259
H 1.02815 0.13778 1.72031 2.320 -1.085 0.307 0.276
H -0.38451 -0.20424 -0.09297 -0.262 0.438 2.065 0.349
N 0.34962 -0.75920 -1.65179 -1.512 4.019 -0.334 -0.826
H 0.67938 0.14606 -2.06799 -0.590 -1.084 0.530 0.272
H -0.15478 -1.22261 -2.35448 -0.769 -0.835 -0.969 0.223
H 1.14101 -1.23122 -1.43532 2.910 -2.093 0.750 0.231
```
Forces are in eV/Å.

Values from the calculation:
Orbital gap (spin up / spin down) = 8.95 / 8.95 eV
SMILES = C=[NH+][O-].N
Calculated total energy = -226.34651 Ha
Energy relative to the best compared isomer or geometry (same formula, charge and spin) = 76.0 kcal per mole
Total charge = 0

=====

# 3
CH6N2O | wB97M-V/def2-TZVPD

Structure (XYZ):
```
10
Properties=species:S:1:pos:R:3:forces:R:3:mulliken_charge:R:1
C 2.76973 0.27720 -0.22886 2.231 -0.407 -0.327 -0.079
O 1.92319 -0.27804 0.38286 -1.532 -0.141 0.602 -0.357
H 3.67461 -0.33344 -0.52019 -0.378 0.624 -0.231 0.208
H 2.81479 1.36108 -0.44771 -0.364 -0.081 -0.046 0.226
N -1.94232 -0.69722 -0.21549 1.108 -0.798 2.293 -0.513
N -2.38963 0.65742 0.00181 1.279 0.545 1.834 -0.472
H -1.12890 -0.56964 -0.73912 1.556 -0.081 -1.570 0.271
H -1.48868 -0.97082 0.68142 -0.737 -0.368 -0.708 0.231
H -2.23444 0.90632 1.03781 -0.851 -0.400 -2.241 0.231
H -3.31759 0.44621 -0.20613 -2.312 1.108 0.393 0.254
```
Forces are in eV/Å.

Values from the calculation:
Orbital gap = 9.96 eV
SMILES = C=O.NN
Calculated total energy = -226.35544 Ha
Energy relative to the best compared isomer or geometry (same formula, charge and spin) = 70.3 kcal per mole
Total charge = 0

=====

# 4
CH6N2O2 | wB97M-V/def2-TZVPD

Structure (XYZ):
```
11
Properties=species:S:1:pos:R:3:forces:R:3:mulliken_spin:R:1
N -1.37734 -0.10289 0.35438 1.158 -1.867 -0.287 0.708
C -0.01491 0.22624 0.75880 0.207 -1.870 1.111 -0.104
N 0.76325 -0.91063 1.23839 -0.221 3.459 -0.735 -0.032
O 0.27177 1.40861 0.56395 -0.196 -1.970 0.066 0.464
H -1.61950 -1.08896 -0.05864 0.656 2.403 0.726 -0.023
H -2.05656 0.65370 0.23014 0.286 -0.016 -0.027 -0.022
H 0.29031 -1.53203 1.86870 -0.702 -0.295 -0.017 0.001
H 1.70864 -0.71094 1.65309 -1.241 0.260 -0.956 0.001
H 0.94274 0.34213 -2.57680 1.308 1.742 -0.775 0.000
H 0.68631 -0.83420 -1.80892 0.991 -1.878 1.402 0.000
O 0.28276 -0.29517 -2.44018 -2.246 0.033 -0.507 0.007
```
Forces are in eV/Å.

Values from the calculation:
Orbital gap (spin up / spin down) = 11.35 / 5.92 eV
Calculated total energy = -301.33826 Ha
Spin multiplicity = 2
Energy relative to the best compared isomer or geometry (same formula, charge and spin) = 22.9 kcal per mole
Total charge = +1

=====

# 5
CH6N2OSSi | wB97M-V/def2-TZVPD

Structure (XYZ):
```
12
Properties=species:S:1:pos:R:3:forces:R:3:mulliken_charge:R:1
H -0.52896 3.00598 -0.91288 -0.063 0.334 -0.390 0.199
N 0.23965 2.37393 -1.07825 1.747 -0.623 0.387 -0.660
C -0.05497 1.27434 -0.53077 0.151 -2.281 -0.165 0.748
N -1.35247 1.00627 -0.16673 -0.129 -0.812 0.240 -0.477
O 0.72525 0.13536 -0.40190 -0.366 1.928 0.276 -0.270
Si 0.64340 -1.52013 -0.05068 0.156 1.680 -1.824 0.362
S 1.67392 -1.93822 1.68237 2.673 2.538 -0.394 -0.245
H -1.68807 1.91184 -0.05329 -1.974 1.312 0.545 0.203
H -1.50183 0.43725 0.64601 0.050 -0.190 0.301 0.225
H 1.37766 -1.66455 -1.27118 0.709 -1.343 -0.452 -0.100
H -0.62513 -2.17517 -0.16363 -0.918 -0.200 0.300 -0.115
H 1.09154 -2.84689 2.30093 -2.037 -2.343 1.175 0.130
```
Forces are in eV/Å.

Values from the calculation:
Orbital gap = 10.17 eV
SMILES = [H]/N=C(\N)O[SiH2]S
Calculated total energy = -914.14297 Ha
Energy relative to the best compared isomer or geometry (same formula, charge and spin) = 19.0 kcal per mole
Total charge = 0

=====

# 6
CH6N2P2 | wB97M-V/def2-TZVPD

Structure (XYZ):
```
11
Properties=species:S:1:pos:R:3:forces:R:3:mulliken_charge:R:1
C 1.26198 -1.48613 0.22996 2.424 1.078 0.025 -0.608
N -1.76277 2.10391 -0.29231 -2.001 -1.676 -2.133 0.088
N -0.13370 -1.31635 -0.04661 -2.542 0.263 1.841 -0.501
P -2.86174 1.36869 -1.08330 0.266 0.612 0.741 0.013
P -0.44535 2.67220 0.32956 1.807 1.002 1.569 -0.081
H 1.46499 -2.46193 0.71174 0.034 0.410 -0.652 0.285
H 1.86167 -1.32913 -0.73129 -0.648 -0.703 1.167 0.206
H 1.73010 -0.70524 0.92542 -0.797 -0.883 -0.564 0.202
H -0.71000 -1.95112 0.62354 1.227 1.849 -1.560 0.242
H -0.41315 -0.30207 0.12913 0.299 -1.968 -0.268 0.127
H 0.00797 3.40718 -0.79585 -0.068 0.015 -0.166 0.027
```
Forces are in eV/Å.

Values from the calculation:
Orbital gap (spin up / spin down) = 6.47 / 6.47 eV
Calculated total energy = -833.81694 Ha
Energy relative to the best compared isomer or geometry (same formula, charge and spin) = 38.0 kcal per mole
Total charge = 0

=====

# 7
CH6N2P2 | wB97M-V/def2-TZVPD

Structure (XYZ):
```
11
Properties=species:S:1:pos:R:3:forces:R:3:mulliken_charge:R:1
C 1.17968 1.50285 -0.26773 -1.444 0.696 -0.821 -0.774
P 0.44050 0.06888 -0.13414 0.078 -1.504 0.923 0.676
N 1.47985 -1.15478 0.12672 -2.198 -1.627 1.051 -0.490
N -0.92375 -0.59866 0.03699 -1.657 0.963 0.106 -0.394
P -2.45621 0.19761 0.14970 1.814 2.387 1.687 -0.100
H 2.22539 1.66454 -0.32841 0.723 -0.141 0.118 0.303
H 0.53816 2.26752 -0.71051 0.195 0.003 0.393 0.248
H 2.28462 -0.84360 -0.25975 3.770 -0.105 -1.235 0.213
H 1.22730 -2.17359 0.15133 0.374 1.957 -0.179 0.281
H -2.87793 -0.11585 1.51850 0.514 0.172 -0.640 0.029
H -3.11761 -0.81492 -0.28272 -2.168 -2.800 -1.403 0.008
```
Forces are in eV/Å.

Values from the calculation:
Orbital gap = 9.17 eV
SMILES = C=P(N)=NP
Calculated total energy = -833.84289 Ha
Energy relative to the best compared isomer or geometry (same formula, charge and spin) = 21.7 kcal per mole
Total charge = 0

=====

# 8
CH6N2S | wB97M-V/def2-TZVPD

Structure (XYZ):
```
10
Properties=species:S:1:pos:R:3:forces:R:3:mulliken_charge:R:1
C 0.15219 -0.24679 1.28020 0.739 0.575 -1.668 -0.790
N 1.58933 0.74623 -0.69837 0.304 -0.628 -0.364 -0.610
N -0.88271 -0.29167 -1.25402 -2.011 1.216 0.563 -0.528
S 0.08456 0.83746 -0.36969 -0.486 -2.173 2.363 0.317
H 1.04657 -0.92416 1.15451 -0.779 1.040 -0.068 0.272
H -0.72586 -0.87930 1.27776 -0.374 0.301 0.559 0.325
H 0.31674 0.48917 2.10077 -0.406 -0.779 -0.528 0.279
H 1.86651 1.67988 -0.87612 0.562 1.111 -0.729 0.242
H -1.77172 0.14130 -1.57616 0.881 -0.017 0.713 0.234
H -0.58233 -0.76876 -2.05970 1.570 -0.646 -0.839 0.259
```
Forces are in eV/Å.

Values from the calculation:
Orbital gap = 9.66 eV
Calculated total energy = -549.30838 Ha
Energy relative to the best compared isomer or geometry (same formula, charge and spin) = 49.5 kcal per mole
Total charge = 0

=====

# 9
CH6N2S2 | wB97M-V/def2-TZVPD

Structure (XYZ):
```
11
Properties=species:S:1:pos:R:3:forces:R:3:mulliken_charge:R:1
C 1.60788 -0.61743 -0.29545 0.942 -0.417 0.520 -0.662
N 0.69389 0.44748 -0.51422 -1.460 1.600 -0.260 0.107
N 0.85396 1.50554 0.07282 0.367 0.354 -0.292 -0.255
S -0.54843 2.60584 -0.46535 -0.700 0.286 -0.402 -0.186
H 2.08327 -0.81237 -1.25977 -0.013 -0.062 0.090 0.279
H 2.37000 -0.40042 0.46368 -0.125 -0.009 -0.087 0.325
H 1.03383 -1.50500 -0.02561 0.052 0.037 -0.009 0.233
H -0.38737 4.01879 -0.35268 0.915 -1.814 0.458 0.171
S -3.29504 -0.60708 -0.28673 -0.206 0.106 -0.145 -0.234
H -3.43951 -1.58115 0.61123 -0.013 -0.125 0.113 0.139
H -1.97818 -0.54791 -0.10650 0.240 0.044 0.013 0.082
```
Forces are in eV/Å.

Values from the calculation:
Orbital gap = 9.83 eV
SMILES = C/N=N/S.S
Calculated total energy = -947.48576 Ha
Energy relative to the best compared isomer or geometry (same formula, charge and spin) = 57.8 kcal per mole
Total charge = 0

=====

# 10
CH6N2S2 | wB97M-V/def2-TZVPD

Structure (XYZ):
```
11
Properties=species:S:1:pos:R:3:forces:R:3:mulliken_charge:R:1
H 0.65971 -2.73163 1.57476 0.116 0.068 -0.250 0.234
N 1.24463 -2.19066 0.93804 0.167 -0.212 0.644 -0.686
C 0.54665 -1.40026 0.23984 -0.108 -0.372 -0.112 0.123
N 1.11021 -0.49262 -0.59807 -0.046 0.554 -0.581 -0.405
H -0.54631 -1.40291 0.25208 -0.020 0.224 -0.105 0.295
H 2.10821 -0.48499 -0.72030 0.088 -0.283 0.229 0.246
H 0.60150 -0.17128 -1.40333 -0.230 0.050 0.175 0.211
S -1.23864 2.40773 0.93069 0.064 0.212 0.650 -0.131
S -1.91691 2.23855 -1.00298 -0.289 0.006 -0.520 -0.197
H -1.57806 1.16878 1.30736 0.148 -0.097 -0.129 0.140
H -0.99099 3.05930 -1.51809 0.110 -0.151 -0.001 0.170
```
Forces are in eV/Å.

Values from the calculation:
Orbital gap = 9.06 eV
SMILES = [H]/N=C/N.SS
Calculated total energy = -947.56402 Ha
Energy relative to the best compared isomer or geometry (same formula, charge and spin) = 8.7 kcal per mole
Total charge = 0